No. 1
Here is a 13-piece molecular cluster, C54H99N13 overall from OMol25. Energies are from ωB97M-V/def2-TZVPD.

**Highest occupied orbital energy**: -0.3253 hartree
**Multiplicity**: 1
**HOMO-LUMO gap**: 9.252 eV

Each line ends with the Mulliken charge.
Positions of all 166 atoms, in Å:
C: 0.648 -0.097 2.029  0.303
C: 0.172 0.738 0.824  1.408
C: -0.897 -0.052 -0.063  2.328
C: -0.165 -0.852 -1.051  -0.893
N: 0.418 -1.421 -1.845  0.308
H: -0.144 -0.430 2.713  -0.571
H: 1.464 0.448 2.597  -0.012
H: 1.029 -1.090 1.679  -0.183
H: 0.973 1.009 0.178  -0.303
H: -0.468 1.601 1.173  -0.828
H: -1.563 0.642 -0.605  -1.178
H: -1.537 -0.667 0.542  -0.780
C: 2.463 -3.677 3.691  -0.605
C: 3.934 -3.622 3.643  0.703
C: 4.627 -4.917 3.317  -0.987
C: 4.171 -5.514 2.040  0.433
N: 3.764 -5.798 0.975  -0.537
H: 2.130 -4.410 4.359  0.522
H: 2.085 -4.032 2.705  -0.261
H: 2.023 -2.650 3.890  0.136
H: 4.353 -3.289 4.627  0.418
H: 4.249 -2.772 3.010  -0.659
H: 4.458 -5.586 4.128  0.443
H: 5.694 -4.828 3.271  0.438
C: 3.523 -2.239 -4.928  -1.368
C: 2.803 -1.025 -4.345  0.098
C: 3.308 -0.549 -2.973  -0.115
C: 2.650 0.563 -2.446  -0.068
N: 2.161 1.603 -2.225  -0.271
H: 3.757 -2.047 -5.985  0.308
H: 2.885 -3.125 -4.822  0.226
H: 4.455 -2.348 -4.426  0.485
H: 1.736 -1.149 -4.355  -0.214
H: 2.904 -0.132 -5.018  0.333
H: 4.356 -0.312 -2.967  0.746
H: 3.251 -1.400 -2.260  -0.157
C: -0.161 6.138 4.262  -1.194
C: -1.384 5.696 3.463  -0.644
C: -1.206 4.506 2.556  0.609
C: -0.318 3.515 3.165  0.059
N: 0.361 2.768 3.714  -0.451
H: 0.122 5.473 5.131  0.266
H: -0.300 7.146 4.643  0.396
H: 0.718 6.126 3.654  0.288
H: -1.682 6.567 2.850  0.346
H: -2.167 5.540 4.181  0.332
H: -0.776 4.826 1.632  0.120
H: -2.150 4.048 2.342  -0.125
C: -1.490 -1.056 5.500  -1.286
C: -2.031 0.221 4.945  -0.022
C: -3.043 -0.049 3.836  0.909
C: -4.168 -0.830 4.336  0.125
N: -5.141 -1.323 4.650  -0.589
H: -0.942 -1.608 4.764  0.251
H: -2.270 -1.732 5.830  0.450
H: -0.805 -0.801 6.310  0.348
H: -1.290 0.958 4.491  -0.268
H: -2.619 0.680 5.738  0.602
H: -2.548 -0.571 2.993  -0.720
H: -3.481 0.766 3.313  0.269
C: 6.484 2.621 4.985  -1.059
C: 5.150 2.873 5.601  -0.707
C: 3.940 2.568 4.671  -0.163
C: 3.843 1.120 4.306  0.531
N: 3.950 -0.011 4.165  -0.614
H: 6.449 2.785 3.873  0.225
H: 6.679 1.581 5.195  0.311
H: 7.307 3.230 5.396  0.337
H: 5.028 3.937 5.990  0.353
H: 5.078 2.330 6.513  0.412
H: 3.986 3.185 3.756  0.061
H: 3.002 2.831 5.175  0.302
C: -6.060 5.508 0.886  -1.151
C: -6.646 4.387 0.142  -0.414
C: -5.616 3.575 -0.703  -0.437
C: -4.554 2.978 0.148  -0.267
N: -3.750 2.378 0.764  0.026
H: -5.700 6.289 0.283  0.353
H: -5.251 5.107 1.480  0.249
H: -6.821 5.935 1.595  0.339
H: -7.334 4.744 -0.617  0.359
H: -7.175 3.780 0.897  0.285
H: -5.161 4.227 -1.451  0.399
H: -6.150 2.781 -1.186  0.369
C: 1.010 -5.941 -1.674  -1.619
C: 0.018 -4.808 -1.344  0.929
C: -0.046 -4.694 0.210  -0.090
C: -1.156 -3.740 0.590  -0.109
N: -1.955 -2.927 0.656  -0.242
H: 2.075 -5.644 -1.554  0.282
H: 0.800 -6.327 -2.694  0.365
H: 0.814 -6.805 -1.105  0.489
H: -0.954 -5.126 -1.663  -0.161
H: 0.321 -3.877 -1.848  -0.210
H: 0.813 -4.227 0.650  -0.375
H: -0.192 -5.689 0.564  0.683
C: -4.275 -1.720 -1.213  -0.310
C: -5.080 -2.260 -0.061  -0.815
C: -5.439 -1.227 1.017  0.918
C: -6.407 -0.234 0.561  0.031
N: -7.132 0.581 0.186  -0.566
H: -3.969 -2.471 -1.982  -0.057
H: -3.382 -1.269 -0.799  -0.223
H: -4.802 -1.052 -1.878  0.670
H: -4.548 -3.050 0.423  0.324
H: -6.036 -2.673 -0.396  0.448
H: -4.547 -0.744 1.433  -0.836
H: -5.845 -1.795 1.845  0.477
C: 3.813 4.922 -1.502  -1.241
C: 2.325 4.711 -1.246  -0.383
C: 2.125 3.941 0.053  2.391
C: 2.525 4.736 1.255  0.112
N: 2.888 5.328 2.182  -0.690
H: 4.269 5.395 -0.620  0.318
H: 3.955 5.723 -2.285  0.357
H: 4.295 3.989 -1.727  0.254
H: 1.709 4.338 -2.114  0.038
H: 1.850 5.689 -1.202  0.563
H: 2.732 3.101 0.017  -0.791
H: 1.107 3.531 0.094  -0.920
C: 3.579 -1.590 0.344  0.695
C: 4.655 -0.535 0.175  0.281
C: 5.648 -0.549 1.365  0.053
C: 6.405 -1.842 1.516  0.094
N: 6.785 -2.918 1.722  -0.600
H: 3.240 -1.573 1.416  -0.417
H: 3.983 -2.601 0.226  0.481
H: 2.663 -1.461 -0.233  -0.782
H: 4.269 0.487 0.111  -0.285
H: 5.259 -0.724 -0.748  0.246
H: 5.163 -0.385 2.325  -0.210
H: 6.363 0.268 1.197  0.552
C: -1.383 3.445 -1.676  -0.337
C: -2.007 2.591 -2.768  -0.114
C: -1.092 1.993 -3.816  0.796
C: -0.433 3.013 -4.657  -0.078
N: 0.083 3.861 -5.221  -0.557
H: -2.143 3.866 -1.025  0.087
H: -0.783 4.259 -2.103  0.566
H: -0.694 2.834 -1.086  -0.294
H: -2.774 3.221 -3.384  0.394
H: -2.437 1.698 -2.247  -0.215
H: -1.686 1.375 -4.451  0.379
H: -0.201 1.479 -3.474  -0.637
C: -4.118 -2.022 -6.374  -1.536
C: -3.459 -2.528 -5.096  0.160
N: -2.255 -3.332 -5.464  0.014
C: -1.864 -4.184 -4.376  0.410
C: -2.809 -5.359 -4.113  -1.491
C: -1.215 -2.380 -5.783  0.333
C: -0.018 -3.110 -6.341  -1.361
H: -3.641 -1.117 -6.778  0.333
H: -5.146 -1.706 -5.963  0.399
H: -4.155 -2.755 -7.128  0.368
H: -3.278 -1.704 -4.435  0.039
H: -4.150 -3.189 -4.470  0.288
H: -0.882 -4.614 -4.590  0.267
H: -1.790 -3.663 -3.384  -0.334
H: -2.743 -6.095 -4.930  0.394
H: -2.677 -5.868 -3.116  0.283
H: -3.869 -5.109 -4.198  0.364
H: -1.008 -1.776 -4.835  -0.088
H: -1.643 -1.769 -6.595  0.329
H: 0.641 -2.465 -6.955  0.405
H: -0.317 -3.916 -7.032  0.419
H: 0.678 -3.552 -5.620  0.077

***

No. 2
Here is C55H114BeF3N6O9S as an isolated structure from OMol25. Energies are from ωB97M-V/def2-TZVPD.

**Highest occupied orbital energy (spin up / spin down)**: -0.3949 / -0.3949 hartree
**Multiplicity**: 2
**Total charge**: +2
**HOMO-LUMO gap (spin up / spin down)**: 2.840 / 2.823 eV

Each line ends with the Mulliken charge.
Positions of all 189 atoms, in Å:
Be: -1.585 0.561 3.254  1.071
C: 2.038 1.166 -0.130  -0.092
F: 2.965 0.311 -0.526  -0.030
F: 2.342 1.825 1.016  -0.144
F: 1.746 1.923 -1.159  -0.215
S: 0.440 0.211 0.240  0.208
O: 0.871 -1.030 0.898  -0.784
O: -0.289 0.989 1.302  0.606
O: -0.350 -0.025 -0.981  0.077
C: 5.346 3.914 -3.080  -1.643
C: 4.377 3.285 -4.117  1.596
C: 3.075 4.117 -4.129  -0.690
C: 2.220 3.957 -5.392  -0.310
C: 2.959 4.318 -6.627  -1.435
C: 4.326 3.485 -6.734  0.944
N: 5.065 3.349 -5.440  0.626
O: 6.226 2.585 -5.547  -0.307
C: 3.956 2.114 -7.385  -1.415
C: 5.250 4.285 -7.724  -1.689
C: 3.947 1.843 -3.873  -1.553
H: 6.338 3.481 -3.208  0.488
H: 5.029 3.634 -2.075  0.323
H: 5.416 4.994 -3.204  0.424
H: 2.377 3.700 -3.403  -0.008
H: 3.237 5.136 -3.779  0.465
H: 1.274 4.457 -5.186  0.617
H: 1.878 2.929 -5.269  -0.072
H: 3.185 5.380 -6.714  0.443
H: 2.435 4.185 -7.574  0.576
H: 4.885 1.556 -7.498  0.440
H: 3.411 1.475 -6.691  0.241
H: 3.499 2.121 -8.375  0.443
H: 6.082 3.634 -7.995  0.427
H: 4.622 4.471 -8.595  0.418
H: 5.611 5.169 -7.200  0.448
H: 3.281 1.402 -4.615  0.200
H: 3.502 1.822 -2.878  0.110
H: 4.734 1.146 -3.586  0.485
H: 6.886 3.220 -5.258  0.423
C: 2.179 -2.772 5.096  -1.735
C: 1.434 -1.553 5.726  1.362
C: 2.120 -1.187 7.123  -0.828
C: 3.386 -0.421 6.882  -0.883
C: 3.125 0.775 5.988  -1.394
C: 2.419 0.516 4.644  2.564
N: 1.325 -0.443 4.785  0.091
O: 0.739 -0.798 3.603  1.750
C: 1.920 1.926 4.190  -2.541
C: 3.515 0.171 3.555  -1.783
C: 0.035 -2.115 6.045  -1.921
H: 2.447 -3.408 5.940  0.561
H: 3.127 -2.474 4.649  0.368
H: 1.613 -3.406 4.413  0.074
H: 1.551 -0.579 7.826  0.329
H: 2.362 -2.144 7.585  0.474
H: 4.124 -1.056 6.392  0.302
H: 3.910 -0.149 7.798  0.475
H: 4.133 1.176 5.882  0.352
H: 2.595 1.569 6.514  0.487
H: 2.615 2.744 4.379  0.545
H: 1.556 2.007 3.165  0.165
H: 1.142 2.293 4.859  0.516
H: 3.052 -0.150 2.621  -0.012
H: 4.187 0.990 3.301  0.521
H: 4.064 -0.752 3.741  0.322
H: -0.063 -2.673 6.977  0.396
H: -0.251 -2.821 5.265  0.188
H: -0.649 -1.281 6.200  0.373
H: 1.530 -1.185 3.221  -0.654
C: 4.640 -3.854 1.961  -1.459
C: 4.077 -3.781 0.526  1.615
C: 5.009 -4.742 -0.346  -1.087
C: 4.289 -5.086 -1.669  -0.730
C: 2.973 -5.701 -1.427  -1.241
C: 1.985 -5.008 -0.427  1.718
N: 2.696 -4.278 0.665  -0.143
O: 1.886 -3.548 1.505  -0.088
C: 1.129 -3.959 -1.367  -1.176
C: 0.938 -5.972 0.251  -1.710
C: 4.078 -2.311 -0.012  -0.874
H: 4.476 -4.841 2.393  0.413
H: 4.149 -3.070 2.537  -0.095
H: 5.687 -3.639 2.172  0.412
H: 5.955 -4.236 -0.537  0.488
H: 5.060 -5.718 0.136  0.319
H: 4.909 -5.721 -2.302  0.428
H: 4.159 -4.139 -2.192  0.239
H: 3.162 -6.718 -1.085  0.409
H: 2.389 -5.950 -2.313  0.498
H: 1.557 -2.960 -1.440  0.079
H: 0.934 -4.306 -2.381  0.506
H: 0.181 -3.825 -0.845  0.140
H: 0.119 -5.486 0.782  -0.005
H: 0.550 -6.581 -0.565  0.443
H: 1.357 -6.615 1.025  0.439
H: 3.639 -1.648 0.733  -0.468
H: 3.515 -2.242 -0.943  0.073
H: 5.098 -1.937 -0.098  0.676
H: 1.657 -2.776 0.982  0.174
C: -0.860 1.319 -4.167  -1.738
C: -2.378 0.958 -4.431  1.838
C: -2.637 0.675 -5.912  -1.240
C: -2.334 -0.779 -6.457  -0.752
C: -2.843 -1.826 -5.540  -1.343
C: -2.470 -1.658 -4.048  1.901
N: -2.859 -0.258 -3.668  -0.417
O: -2.835 0.011 -2.273  0.096
C: -3.453 -2.671 -3.336  -1.739
C: -1.014 -2.034 -3.852  -1.335
C: -3.294 2.185 -4.052  -1.718
H: -0.637 1.201 -3.106  0.214
H: -0.156 0.674 -4.693  0.300
H: -0.549 2.318 -4.472  0.543
H: -3.651 0.925 -6.222  0.465
H: -1.981 1.347 -6.466  0.388
H: -2.758 -0.905 -7.453  0.431
H: -1.262 -0.892 -6.612  0.309
H: -2.386 -2.723 -5.958  0.356
H: -3.902 -1.926 -5.778  0.429
H: -3.295 -2.679 -2.258  0.047
H: -3.252 -3.689 -3.669  0.441
H: -4.484 -2.355 -3.495  0.468
H: -0.380 -1.517 -4.573  0.305
H: -0.834 -3.108 -3.892  0.556
H: -0.793 -1.830 -2.805  -0.051
H: -2.992 3.139 -4.485  0.409
H: -4.366 2.007 -4.127  0.489
H: -3.361 2.271 -2.967  -0.004
H: -1.892 0.054 -2.100  0.290
C: -5.668 0.123 3.935  -1.544
C: -5.336 -1.340 3.378  0.596
C: -6.196 -1.459 2.111  -0.970
C: -5.754 -2.639 1.216  -1.345
C: -4.244 -2.622 0.971  -0.897
C: -3.356 -2.455 2.221  2.033
N: -3.886 -1.416 3.109  1.950
O: -3.213 -1.231 4.267  -0.496
C: -3.091 -3.840 2.914  -1.762
C: -1.979 -2.058 1.706  -0.347
C: -5.942 -2.342 4.358  -1.659
H: -5.530 0.787 3.082  0.097
H: -5.096 0.425 4.812  0.378
H: -6.725 0.155 4.199  0.489
H: -7.263 -1.668 2.200  0.429
H: -6.141 -0.552 1.508  0.216
H: -6.249 -2.735 0.250  0.517
H: -6.037 -3.547 1.749  0.386
H: -4.020 -1.770 0.329  -0.083
H: -4.000 -3.456 0.313  0.668
H: -2.439 -4.571 2.437  0.335
H: -2.705 -3.599 3.905  0.257
H: -4.034 -4.269 3.252  0.396
H: -2.101 -1.162 1.098  -0.773
H: -1.327 -2.005 2.578  -0.497
H: -1.531 -2.814 1.061  0.254
H: -6.137 -3.315 3.907  0.376
H: -6.986 -2.092 4.549  0.484
H: -5.427 -2.413 5.316  0.331
H: -3.454 -1.981 4.815  0.235
C: -4.991 3.538 1.230  -1.615
C: -3.569 2.972 1.186  2.171
C: -2.864 3.718 0.035  -1.075
C: -2.119 5.004 0.369  -1.013
C: -1.264 4.751 1.660  -1.350
C: -2.010 4.226 2.895  1.440
N: -2.721 2.978 2.456  1.356
O: -3.412 2.392 3.521  -0.431
C: -0.842 3.871 3.908  -1.660
C: -2.945 5.303 3.547  -1.593
C: -3.701 1.585 0.648  -0.846
H: -5.653 3.008 1.914  0.311
H: -5.473 3.713 0.268  0.386
H: -4.927 4.512 1.716  0.379
H: -2.189 3.061 -0.512  -0.124
H: -3.584 3.941 -0.753  0.523
H: -2.837 5.809 0.528  0.389
H: -1.441 5.376 -0.399  0.465
H: -0.950 5.779 1.843  0.595
H: -0.365 4.160 1.485  0.176
H: -0.180 4.704 4.144  0.539
H: -1.313 3.619 4.858  0.529
H: -0.297 2.956 3.675  -0.525
H: -2.335 6.091 3.989  0.481
H: -3.597 5.749 2.797  0.336
H: -3.527 4.942 4.394  0.373
H: -4.235 1.670 -0.298  0.652
H: -4.122 0.815 1.295  -0.776
H: -2.797 1.079 0.309  -0.546
H: -4.060 3.058 3.765  0.291